1.
Here is C41H50AsBN9OW as an isolated structure from the OMol25 dataset. Energies are from wB97M-V/def2-TZVPD.

Each line ends with the Mulliken charge.
Element x y z (Å)
W -0.9803 0.2153 0.1700  0.852
C -1.0633 3.6984 -0.6636  -1.131
C -2.2630 3.1314 0.0160  0.599
C -3.4806 3.7381 0.3047  -1.818
C -4.2401 2.7632 0.9304  0.293
N -3.5126 1.6467 1.0181  1.224
N -2.2998 1.8616 0.4527  -0.657
B -3.8839 0.2714 1.6465  0.192
N -3.8231 -0.8226 0.5441  0.670
C -4.6929 -1.7588 0.1576  0.158
C -4.0401 -2.6670 -0.6572  -2.033
C -2.7290 -2.2241 -0.7381  0.561
C -1.5987 -2.8483 -1.4815  -1.045
N -2.6031 -1.0972 -0.0076  -0.001
N -2.7632 -0.0953 2.6515  0.909
C -2.8905 -0.5515 3.9007  0.002
C -1.6400 -0.6341 4.4693  -1.808
C -0.7544 -0.2151 3.4828  0.384
C 0.6981 0.0236 3.6983  -0.487
N -1.4360 0.0743 2.3530  -0.325
N -5.2185 0.3927 2.3102  0.403
C -5.5253 1.1265 3.4192  -0.386
C -6.8780 1.3079 3.4416  -1.118
C -7.3521 0.6604 2.2743  0.695
C -8.7591 0.5486 1.7884  -1.306
N -6.3523 0.1328 1.5933  -1.110
H -0.8243 4.6800 -0.2560  0.468
H -1.2402 3.8119 -1.7339  0.279
H -0.1843 3.0634 -0.5396  -0.022
H -3.7695 4.7534 0.0924  0.529
H -5.2474 2.7883 1.3175  0.485
H -5.7132 -1.6961 0.4971  0.668
H -4.4628 -3.5398 -1.1252  0.596
H -1.4692 -3.8832 -1.1634  0.433
H -0.6530 -2.3365 -1.3157  -0.018
H -1.8042 -2.8573 -2.5523  0.407
H -3.8642 -0.7683 4.3069  0.731
H -1.3920 -0.9331 5.4736  0.536
H 1.0370 -0.5636 4.5498  0.471
H 0.8604 1.0768 3.9387  0.279
H 1.3123 -0.2359 2.8464  -0.329
H -4.7629 1.4736 4.0991  0.589
H -7.4527 1.8211 4.1946  0.461
H -9.4602 0.6078 2.6189  0.392
H -8.9124 -0.3978 1.2731  0.349
H -8.9962 1.3545 1.0928  0.251
C 4.4453 -4.7937 -3.5659  -1.591
C 3.8609 -3.5164 -3.0418  0.568
C 4.5657 -2.7127 -2.1586  -1.331
C 4.0393 -1.5382 -1.6254  1.001
C 4.9661 -0.7054 -0.7790  -1.676
C 2.7277 -1.2043 -1.9899  1.358
As 1.7832 0.2194 -1.1207  1.084
N 0.8652 -0.5309 0.3022  0.785
C 1.4387 -1.6718 0.9587  0.238
C 0.6250 -2.7594 1.2551  -0.523
C 1.1514 -3.8410 1.9447  -0.980
C 2.4862 -3.8455 2.3275  -0.982
C 3.2927 -2.7561 2.0314  -1.200
C 2.7703 -1.6653 1.3531  0.690
C 2.8044 1.8009 -0.8846  0.259
C 3.0506 2.4562 0.3363  0.877
C 2.3974 2.1057 1.6415  -1.008
C 3.9739 3.4923 0.3395  -1.069
C 4.6064 3.9298 -0.8164  0.512
C 5.5989 5.0505 -0.7855  -1.596
C 4.2611 3.3265 -2.0285  -1.110
C 3.3638 2.2818 -2.0998  -0.116
C 2.9884 1.7386 -3.4542  -1.347
C 2.0188 -1.9400 -2.9589  0.659
C 0.7447 -1.4359 -3.5796  -1.326
C 2.5974 -3.0936 -3.4546  -0.982
H 5.5057 -4.8725 -3.3356  0.397
H 4.3183 -4.8692 -4.6458  0.390
H 3.9387 -5.6511 -3.1183  0.317
H 5.5722 -2.9988 -1.8730  0.441
H 5.4968 -1.3384 -0.0680  0.450
H 4.4834 0.0995 -0.2312  0.117
H 5.7147 -0.2433 -1.4264  0.480
H -0.4185 -2.7536 0.9664  0.429
H 0.5161 -4.6849 2.1800  0.506
H 2.8956 -4.6924 2.8617  0.446
H 4.3298 -2.7480 2.3414  0.505
H 3.3933 -0.8001 1.1628  0.638
H 1.4608 1.5790 1.5233  -0.573
H 2.1997 3.0179 2.2039  0.691
H 3.0479 1.4805 2.2583  0.460
H 4.1943 3.9864 1.2795  0.467
H 5.7784 5.4030 0.2277  0.395
H 5.2412 5.8901 -1.3846  0.367
H 6.5496 4.7326 -1.2161  0.377
H 4.7025 3.6999 -2.9457  0.489
H 3.4556 2.3382 -4.2324  0.520
H 1.9071 1.7838 -3.6101  0.188
H 3.3117 0.7084 -3.6064  0.334
H 0.9758 -0.6725 -4.3277  0.304
H 0.0580 -0.9812 -2.8677  -0.147
H 0.2207 -2.2415 -4.0920  0.435
H 2.0645 -3.6656 -4.2060  0.486
C -2.3031 0.6369 -2.5710  -0.779
O -1.2040 0.6168 -1.6662  -0.409
H -1.9724 1.0881 -3.5044  0.241
H -3.1115 1.2362 -2.1478  0.306
H -2.6663 -0.3734 -2.7647  0.265

Computed properties:
largest force on an atom: 0.01345 hartree/bohr
<S²>: 3.769
LUMO level (alpha / beta): -5.9413 / -7.7752 eV
energy: -4487.71488 a.u.
spin multiplicity: 4
energy relative to the best compared isomer or geometry (same formula, charge and spin): 5.0 kcal per mole
charge: +2

2.
Here is C41H50BF6KN10O4S3Sb as an isolated structure from the OMol25 dataset. Energies are from wB97M-V/def2-TZVPD.

Each line ends with the Mulliken charge.
Element x y z (Å)
K -0.4553 -3.3570 0.5032  0.777
N -2.2185 -0.6617 -3.1566  0.430
C -1.2379 0.1824 -3.7686  -0.558
C -1.5385 0.8511 -4.9163  -0.791
C -0.5387 1.6699 -5.7036  -0.684
C 0.7282 1.6565 -5.2369  -0.411
C 1.0087 0.9030 -4.0282  0.051
C 0.0677 0.2351 -3.4107  0.947
S 0.3623 -0.8186 -1.8672  -0.239
N -0.8359 -1.8297 -1.6673  0.105
C -1.9793 -1.6214 -2.2121  0.489
C -3.1269 -2.5463 -1.9839  0.039
C -4.3596 -2.3864 -2.5652  0.270
C -5.3433 -3.3627 -2.2003  -0.594
C -5.1334 -4.1749 -1.1294  -0.580
C -3.8735 -4.2026 -0.5183  -0.561
N -2.8725 -3.3187 -0.9176  0.384
H -3.1442 -0.1706 -3.0574  -0.276
H -2.4153 1.2252 -5.3944  0.365
H -0.8801 2.0830 -6.5872  0.540
H 1.5543 2.5134 -5.7310  0.068
H 2.2501 0.8470 -3.8015  0.042
H -4.7480 -1.3584 -2.9458  -0.041
H -6.4035 -3.3877 -2.7430  0.225
H -6.0026 -4.8018 -0.8122  0.397
H -3.6592 -4.6784 0.4934  0.240
N 2.4257 1.0038 2.3961  -0.326
C 3.7488 0.9787 1.7396  0.418
C 3.6383 0.4970 0.2334  -2.369
C 3.5829 -1.0054 0.0305  -0.663
C 4.8492 -1.8385 0.5072  -0.980
N 6.1055 -1.3487 -0.1139  -0.096
C 6.9512 -0.5655 0.6260  0.567
N 7.3007 -0.7773 1.8427  -0.816
N 7.5689 0.4384 -0.0643  -0.452
C 4.6197 2.2574 1.7179  0.147
O 5.8902 2.1715 2.0755  -0.550
O 4.2006 3.2624 1.1868  -0.563
H 1.9453 1.9892 2.0748  0.180
H 2.5635 0.9299 3.3942  0.291
H 4.4644 0.1549 2.1942  0.212
H 4.4226 0.7835 -0.3064  0.652
H 2.8520 0.9133 -0.1769  1.568
H 3.4466 -1.3068 -1.0589  0.348
H 2.7560 -1.4846 0.4226  0.376
H 4.6556 -2.8478 0.2386  0.385
H 4.9308 -1.7074 1.6165  0.285
H 6.0253 -1.1685 -1.0396  0.253
H 6.9794 -1.6975 2.2148  0.280
H 6.0176 1.2513 2.4319  0.384
H 7.0405 1.1564 -0.6806  0.260
H 8.1912 0.8165 0.4316  0.252
F 2.3496 -2.4834 3.3023  -0.547
Sb 1.4226 -3.4320 4.6855  2.476
F 0.6976 -1.8022 5.2183  -0.539
F 0.0959 -3.6637 3.2737  -0.610
F 2.8361 -3.1167 5.9167  -0.578
F 0.3629 -4.1777 6.0325  -0.555
F 2.0464 -5.1285 4.3037  -0.557
O -0.8376 4.7625 -3.0332  -0.624
C -0.6952 4.9459 -1.8859  0.250
O 0.5717 -5.0938 -1.1339  -0.524
S 0.6296 -6.0796 -2.2901  0.124
C -1.1032 -6.1987 -2.8308  -0.594
C -1.3340 -4.9938 -3.8295  -0.618
C -0.0896 -4.1845 -3.7648  0.046
C 1.0764 -5.1140 -3.7415  -0.653
H -1.8953 -5.9047 -1.8483  0.031
H -1.3394 -7.1024 -3.1594  0.675
H -2.2629 -4.5470 -3.6279  0.231
H -1.3880 -5.4341 -4.8360  0.394
H -0.1149 -3.3220 -2.8989  -0.434
H -0.0150 -3.3108 -4.4751  0.462
H 2.1741 -4.7287 -3.4421  0.303
H 1.2444 -5.7984 -4.6035  0.387
C -1.7579 1.2600 -0.0247  -0.337
N -3.1233 1.0224 -0.7077  0.828
C -3.3878 1.6461 -1.7629  -0.026
N -2.4563 2.3983 -2.3052  -0.063
S -4.8298 1.3085 -2.6795  -0.377
H -1.7764 1.0826 1.0790  0.139
H -1.4777 2.3377 0.0225  0.155
H -0.8257 0.7900 -0.5442  -0.102
H -3.9049 0.3968 -0.4294  0.163
H -1.5281 2.5675 -1.7670  -0.151
H -2.3809 2.7502 -3.2691  0.248
B -7.3434 -2.2974 1.1172  0.088
C -6.1317 -1.3444 0.5895  -0.140
N -5.3421 -0.7287 0.0598  -0.628
H -8.1874 -2.1376 0.2383  -0.167
H -7.6735 -1.8572 2.2210  -0.164
H -6.9829 -3.4474 1.3009  -0.179
C -0.8602 5.0442 -0.6245  -1.235
C -0.4784 4.8986 0.6420  0.504
C -0.4247 4.6589 1.9396  0.309
C 0.5313 5.4081 2.8293  0.029
C 0.2531 5.6379 4.2046  -0.079
C 1.0854 6.3768 5.0315  -0.879
C 2.3510 6.7980 4.5121  -0.381
C 2.6993 6.4350 3.2129  -0.498
C 1.8153 5.6858 2.3828  -0.363
C -1.3181 3.6389 2.4784  0.470
C -0.7913 2.7713 3.4132  -0.413
C -1.4877 1.6146 3.8196  -1.204
C -2.7850 1.4310 3.3363  -0.646
C -3.3588 2.3717 2.5064  -0.267
C -2.6419 3.4641 2.0602  -0.233
H -0.6432 5.1865 4.6326  0.374
H 0.8955 6.5130 6.0434  0.448
H 3.0522 7.2668 5.0836  0.482
H 3.7660 6.7074 2.8881  0.224
H 2.2031 5.4461 1.4181  0.451
H 0.2117 2.7966 3.7415  0.676
H -1.1023 0.8634 4.4573  0.595
H -3.2796 0.4804 3.5890  0.380
H -4.3997 2.2516 2.1084  0.312
H -2.9929 4.0683 1.2472  0.430

Computed properties:
largest force on an atom: 0.18076 hartree/bohr
<S²>: 0.772
LUMO level (alpha / beta): 2.5722 / 2.5722 eV
energy: -5099.59023 a.u.
spin multiplicity: 2
energy relative to the best compared isomer or geometry (same formula, charge and spin): 106.7 kcal per mole
charge: -2